Molecular formula: C15H48O9
Method: DFT, ωB97M-V/def2-TZVPD

```
72
C15H48O9 (ωB97M-V/def2-TZVPD)
C 4.0965 0.1240 2.0463
C 5.1724 1.1518 2.3029
C 6.5579 0.7403 1.8209
O 4.6817 2.2021 1.5482
H 4.0839 -0.1917 1.0031
H 3.0827 0.4437 2.2878
H 4.1358 -0.7796 2.6545
H 5.1674 1.3348 3.3774
H 7.1617 0.3306 2.6306
H 7.1996 1.4531 1.3030
H 6.4379 -0.1513 1.2055
H 4.8098 2.2029 0.5968
C 1.0352 -0.2273 -0.4847
C -0.0339 -1.1898 -0.0111
C -1.2065 -1.4502 -1.0194
O 0.5356 -2.4192 0.4054
H 1.8356 0.1008 0.1785
H 0.5875 0.6679 -0.9163
H 1.6143 -0.8441 -1.1719
H -0.3397 -0.9398 1.0048
H -1.6041 -0.5608 -1.5081
H -2.1248 -1.8866 -0.6263
H -0.7641 -2.1767 -1.7010
H -0.1302 -3.0783 0.6152
C -1.2266 0.8418 -4.0131
C -1.7683 2.2361 -3.4570
C -2.2992 2.1820 -2.0309
O -0.7474 3.1960 -3.3434
H -1.0989 0.9304 -5.0920
H -1.9657 0.0413 -3.9820
H -0.3134 0.5381 -3.5013
H -2.5816 2.6459 -4.0559
H -3.1702 1.5392 -1.9034
H -2.6616 3.1823 -1.7940
H -1.5327 1.9635 -1.2875
H -0.2720 3.0231 -4.1593
C -3.3676 0.4587 1.4938
O -3.6542 1.7175 0.9114
H -2.3181 0.2286 1.6773
H -3.8413 0.1656 2.4307
H -3.7192 -0.3118 0.8076
H -2.8216 2.1865 1.0025
C 1.6723 4.0375 -1.3806
O 0.5120 4.6781 -0.7790
H 1.3301 3.0782 -1.7688
H 2.2704 4.6089 -2.0905
H 2.2456 3.8282 -0.4775
H 0.1371 5.2499 -1.4528
C -3.4519 -3.1830 -3.3307
O -4.2218 -3.2881 -2.1725
H -3.3697 -2.1569 -3.6888
H -2.4575 -3.4875 -3.0041
H -3.8345 -3.8007 -4.1432
H -4.8211 -2.5383 -2.1925
C -0.6610 2.4507 2.0797
O -1.2196 3.0670 0.9787
H -0.4212 1.3932 1.9691
H 0.1304 3.1161 2.4247
H -1.4458 2.3579 2.8304
H -0.5531 3.5003 0.4406
C 1.2350 -2.4791 3.6931
O 2.0294 -3.3361 2.8601
H 1.3702 -2.6443 4.7620
H 1.7619 -1.5250 3.7034
H 0.1686 -2.4467 3.4699
H 1.9561 -3.0621 1.9430
C -2.2228 -5.1006 1.0626
O -1.9733 -3.8009 1.5990
H -3.0475 -4.9813 0.3600
H -1.2663 -5.4103 0.6413
H -2.5208 -5.7611 1.8768
H -1.9639 -3.9853 2.5411
```

Values from the calculation:
Multiplicity: 2
Relative energy (zero: lowest compared OMol25 entry of this formula, charge and spin) (kcal/mol): 111.0
Orbital gap (alpha / beta) (eV): 9.86 / 3.19
Maximum force (eV/Å): 3.4
Calculated total energy (eV): -34746.5584
Net charge: +1
HOMO level (alpha / beta) (eV): -12.32 / -12.32
LUMO energy (alpha / beta) (eV): -2.5 / -9.1